Record 1
Entry from OMol25: 2 unconnected molecules or ions with the total composition C21H40BN2O3 in a non-equilibrium geometry (the ωB97M-V functional and the def2-TZVPD basis).

```
67
Properties=species:S:1:pos:R:3:forces:R:3:lowdin_charge:R:1
C -2.990 0.132 0.716 0.1 -0.2 0.0 -0.04
C -3.576 -1.232 0.273 -0.3 0.3 0.0 -0.56
C -5.017 -0.965 -0.216 0.2 0.0 0.1 -0.06
C -3.683 -2.193 1.457 -0.1 -0.3 -0.3 -0.05
C -2.841 -1.832 -0.943 0.0 0.0 0.3 -0.11
C -1.407 -2.418 -0.871 0.2 -0.1 -0.3 -0.46
C -1.026 -2.714 -2.339 -0.3 0.1 0.1 -0.06
C -1.355 -3.784 -0.158 0.2 0.3 0.2 -0.04
C -0.395 -1.439 -0.275 0.0 0.0 0.2 -0.16
C 0.299 -0.540 -1.080 0.0 0.1 0.0 -0.02
C 1.199 0.386 -0.559 0.1 -0.1 0.1 -0.02
C 1.419 0.442 0.813 -0.1 -0.2 -0.1 -0.33
O 2.301 1.312 1.408 0.1 0.1 -0.2 -0.09
C 2.347 2.632 0.847 0.1 0.0 0.1 -0.14
C 0.972 3.275 0.766 0.1 0.0 -0.2 -0.20
O 1.179 4.662 0.815 0.0 0.0 0.1 -0.14
C -0.031 5.398 0.934 -0.1 0.2 0.1 -0.21
C -0.820 5.486 -0.388 0.0 -0.4 0.0 -0.13
B -2.099 4.562 -0.447 0.0 -0.2 0.2 -0.32
N -2.088 3.362 -1.195 -0.1 0.9 -0.6 0.13
C 0.755 -0.454 1.640 0.0 -0.1 -0.1 0.00
C -0.128 -1.376 1.098 0.1 0.0 -0.1 -0.03
H -2.303 0.536 -0.031 -0.1 0.1 0.0 0.07
H -2.437 0.053 1.652 0.0 0.0 0.0 0.07
H -3.786 0.862 0.865 0.0 0.0 0.1 0.08
H -5.656 -0.721 0.634 0.0 0.1 0.0 0.09
H -5.038 -0.119 -0.904 0.0 -0.1 -0.1 0.08
H -5.438 -1.842 -0.708 0.0 0.0 0.0 0.08
H -4.405 -1.816 2.182 0.1 0.1 0.1 0.09
H -4.060 -3.165 1.123 0.0 0.0 0.0 0.09
H -2.736 -2.376 1.957 0.1 0.1 0.1 0.06
H -2.838 -1.055 -1.715 0.0 0.0 0.0 0.13
H -3.472 -2.642 -1.322 0.0 0.0 -0.1 0.12
H -1.230 -1.861 -2.985 0.1 0.0 -0.1 0.08
H 0.025 -2.992 -2.421 0.0 0.0 -0.1 0.09
H -1.640 -3.539 -2.701 0.0 0.0 0.0 0.09
H -1.217 -3.708 0.918 -0.2 0.0 0.0 0.06
H -0.496 -4.348 -0.528 -0.1 -0.1 0.0 0.09
H -2.268 -4.348 -0.341 0.0 -0.1 -0.1 0.09
H 0.142 -0.518 -2.150 0.0 -0.1 0.0 0.11
H 1.709 1.062 -1.235 -0.1 0.1 0.0 0.11
H 2.852 2.620 -0.125 -0.1 0.0 0.0 0.12
H 2.959 3.219 1.529 0.0 0.0 0.0 0.14
H 0.455 2.990 -0.156 -0.1 0.0 0.1 0.11
H 0.363 2.922 1.609 0.0 0.1 0.1 0.15
H 0.263 6.389 1.273 0.1 0.0 -0.1 0.12
H -0.631 4.957 1.740 0.0 0.0 0.0 0.12
H -0.135 5.206 -1.195 0.1 0.2 0.0 0.10
H -1.103 6.528 -0.548 -0.1 0.0 -0.1 0.10
H -3.085 4.823 0.177 0.0 0.0 0.0 0.07
H -1.373 3.302 -1.907 0.1 -0.3 0.1 0.07
H -2.968 3.019 -1.551 0.0 -0.4 0.3 0.07
H 0.923 -0.420 2.709 0.0 0.1 0.0 0.13
H -0.624 -2.045 1.784 -0.1 0.0 0.0 0.10
C 6.087 -3.071 -0.541 -0.1 0.0 0.1 0.04
C 5.155 -2.033 -1.057 0.0 -0.2 -0.2 -0.39
O 4.625 -1.967 -2.109 -0.1 0.1 0.1 0.21
N 4.873 -0.861 -0.105 0.1 -0.1 0.0 0.10
C 4.250 -1.232 1.209 -0.1 0.1 0.1 0.02
H 6.144 -3.864 -1.280 0.0 0.0 0.0 0.11
H 7.079 -2.639 -0.389 0.0 0.0 0.0 0.11
H 5.741 -3.482 0.407 0.0 0.0 0.0 0.10
H 5.747 -0.356 0.060 -0.1 0.1 0.0 0.19
H 4.241 -0.252 -0.635 0.0 0.1 0.1 0.17
H 4.004 -0.306 1.722 -0.1 0.0 0.0 0.10
H 4.950 -1.820 1.794 0.1 0.0 -0.1 0.10
H 3.340 -1.790 1.001 0.0 0.0 0.0 0.11
```
Positions in Å, forces in eV/Å.

The value obtained for the maximum force is 1.085 eV/A. For the HOMO-LUMO gap, the calculation gives 7.70 eV. Its LUMO energy is -3.46 eV. Its net charge is +1.

---

Record 2
Entry from OMol25: 9 unconnected molecules or ions with the total composition C21H40Br14O6 in a non-equilibrium geometry (the ωB97M-V functional and the def2-TZVPD basis).

```
81
Properties=species:S:1:pos:R:3:forces:R:3:lowdin_charge:R:1
C 8.576 35.407 -26.214 0.9 -0.8 -0.1 -0.03
C 9.448 36.480 -26.854 -1.3 -1.4 -1.1 -0.32
C 10.091 37.501 -25.965 -0.8 1.0 -0.8 -0.12
O 11.470 37.476 -26.273 0.2 -0.7 -0.6 0.01
C 11.692 36.593 -27.316 -1.3 0.7 1.2 -0.56
O 12.738 36.482 -27.847 0.6 -0.5 -0.3 0.16
O 10.544 35.925 -27.604 0.8 0.0 0.3 0.01
H 8.062 34.802 -26.961 -0.1 0.3 -0.2 0.08
H 7.840 35.797 -25.514 0.1 0.2 0.0 0.09
H 9.227 34.673 -25.731 0.0 0.1 0.5 0.05
H 8.807 36.915 -27.627 0.2 0.5 0.2 0.15
H 9.844 37.366 -24.914 0.5 0.1 0.1 0.13
H 9.676 38.419 -26.388 0.3 0.5 1.0 0.14
Br 8.904 32.073 -18.286 0.5 0.3 -0.4 0.61
C 9.791 33.079 -19.721 -0.6 0.9 -0.7 -0.69
C 8.705 33.668 -20.616 -0.8 0.0 0.4 -0.70
Br 9.413 34.162 -22.386 -0.3 -0.4 0.5 0.61
H 10.416 32.455 -20.352 0.1 -0.4 0.5 0.03
H 10.343 33.922 -19.313 0.3 -0.4 0.4 0.06
H 8.242 34.582 -20.248 0.5 0.1 0.2 0.05
H 7.863 32.975 -20.639 0.2 -0.2 -1.0 0.02
Br 10.202 32.150 -27.441 0.7 0.0 0.9 0.65
C 11.769 32.628 -26.323 0.6 -0.2 0.2 -0.65
C 11.628 32.176 -24.882 -0.9 0.1 -0.4 -0.68
Br 11.760 30.233 -24.826 -0.4 0.2 0.4 0.70
H 11.934 33.699 -26.426 -0.4 0.1 0.1 0.04
H 12.672 32.147 -26.702 -0.2 0.0 -0.5 0.02
H 10.655 32.503 -24.518 0.0 -0.4 0.3 0.00
H 12.377 32.540 -24.188 0.2 0.2 -0.4 -0.05
Br 19.233 31.594 -23.427 -0.3 0.1 -0.2 0.64
C 17.344 31.892 -23.823 -0.5 0.0 0.9 -0.73
C 16.656 32.360 -22.544 -0.1 -0.1 -0.2 -0.61
Br 14.666 32.183 -22.783 1.0 0.2 0.2 0.66
H 16.876 30.951 -24.097 0.4 0.0 -0.3 -0.01
H 17.258 32.641 -24.603 0.1 -0.1 -0.2 0.04
H 16.918 33.383 -22.283 -0.3 0.1 -0.1 0.06
H 16.900 31.725 -21.699 -0.1 -0.1 -0.1 0.04
Br 5.509 30.038 -22.191 -0.1 0.0 -0.1 0.58
C 6.918 29.631 -23.475 0.2 1.0 0.2 -0.68
C 8.144 28.984 -22.822 -1.2 -0.1 -0.6 -0.64
Br 8.747 30.017 -21.259 0.0 -0.7 -0.7 0.61
H 7.208 30.576 -23.935 -0.1 0.1 0.2 0.05
H 6.386 29.079 -24.244 0.5 -0.6 0.1 0.05
H 8.916 28.930 -23.582 0.4 0.2 0.2 0.03
H 7.861 27.967 -22.559 0.3 0.1 0.6 0.06
Br 11.110 34.011 -30.209 1.3 -0.7 -0.5 0.59
C 12.562 32.600 -30.023 -1.3 -0.3 0.6 -0.63
C 13.903 33.002 -30.509 0.4 0.8 -1.0 -0.64
Br 15.176 31.501 -30.442 -0.6 0.3 0.0 0.69
H 12.244 31.709 -30.562 -0.4 0.2 0.0 0.06
H 12.472 32.389 -28.961 0.4 0.0 -0.1 -0.03
H 14.359 33.858 -30.032 0.2 -0.1 0.5 0.03
H 13.819 33.298 -31.555 0.1 -0.3 -0.1 0.06
Br 11.717 28.288 -28.137 0.8 0.4 0.5 0.58
C 13.288 29.475 -27.883 1.0 -0.7 -0.9 -0.71
C 14.310 29.057 -26.848 -0.4 -0.3 1.6 -0.64
Br 15.676 30.470 -26.634 -0.5 -0.3 -0.1 0.71
H 12.956 30.486 -27.681 -0.3 -0.2 -0.1 -0.01
H 13.793 29.417 -28.842 -0.3 0.4 -0.2 0.00
H 14.926 28.167 -26.926 -0.3 -0.1 -1.0 0.05
H 13.811 28.928 -25.885 0.3 0.4 0.0 -0.02
Br 16.858 36.312 -24.963 0.0 -0.2 0.4 0.71
C 15.192 35.284 -24.824 -0.1 1.5 0.6 -0.70
C 14.460 35.810 -23.593 -0.3 -0.2 -1.2 -0.60
Br 12.504 35.494 -23.820 0.5 -0.4 0.4 0.68
H 15.395 34.218 -24.809 0.3 0.2 0.5 0.02
H 14.672 35.527 -25.746 0.0 0.5 0.6 0.02
H 14.438 36.891 -23.600 0.5 0.0 0.4 0.03
H 14.859 35.336 -22.703 -0.4 0.2 0.3 0.04
C 19.335 34.273 -29.016 2.1 -0.1 -0.3 -0.07
O 18.398 34.565 -28.008 -0.6 0.5 0.0 0.01
C 17.126 34.318 -28.322 0.6 -2.0 -0.4 -0.59
O 16.781 33.948 -29.417 -0.6 0.9 0.2 0.08
O 16.428 34.264 -27.197 -0.1 1.0 0.8 -0.05
C 15.035 33.997 -27.262 -0.2 -2.2 -1.5 -0.10
H 20.281 34.493 -28.516 0.0 -0.1 -0.1 0.10
H 19.361 34.848 -29.945 -0.9 0.5 0.3 0.10
H 19.381 33.234 -29.351 -0.6 -0.1 0.5 0.10
H 14.968 32.956 -27.601 -0.3 0.2 -0.3 0.03
H 14.524 34.628 -27.978 -0.1 0.4 0.1 0.10
H 14.590 34.011 -26.273 0.2 -0.2 -1.0 0.04
```
Positions in Å, forces in eV/Å.

The value obtained for the maximum force is 2.689 eV/A. As for the SMILES: C[C@H]1COC(=O)O1.COC(=O)OC.BrCCBr.BrCCBr.BrCCBr.BrCCBr.BrCCBr.BrCCBr.BrCCBr. For the HOMO-LUMO gap, the calculation gives 9.89 eV. Its LUMO energy is 0.19 eV. The energy above the lowest of the compared OMol25 structures with the same formula, charge and spin is 0.0 kJ/mol.

---

Record 3
Entry from OMol25: a molecular structure, C21H40Cl3N2O4RuSi in a non-equilibrium geometry (the ωB97M-V functional and the def2-TZVPD basis).

```
72
Properties=species:S:1:pos:R:3:forces:R:3:lowdin_spin:R:1
C -1.894 -2.261 -3.324 0.0 -0.3 -0.1 0.00
C -1.032 -2.804 -2.201 -1.6 2.9 1.7 0.07
H -1.609 -2.732 -4.276 -0.3 0.1 0.2 0.00
H -1.809 -1.173 -3.459 0.1 -0.3 0.3 0.00
H -2.940 -2.499 -3.079 0.2 0.0 -0.4 0.00
C -0.631 -4.147 -2.168 0.4 -1.0 0.3 0.56
C -0.324 -4.927 -3.356 0.4 -0.8 -0.9 0.11
H -0.330 -4.531 -1.217 0.1 -0.2 0.4 0.03
H 0.144 -4.325 -4.149 -0.2 -0.1 0.1 0.02
H -1.202 -5.418 -3.792 0.0 0.1 -0.1 0.03
H 0.374 -5.731 -3.103 -0.1 0.0 -0.1 0.00
Ru -0.266 2.302 0.964 1.9 -0.3 1.3 3.20
Cl -2.526 1.485 0.991 -1.4 0.2 0.2 0.15
Cl 1.773 3.430 0.642 0.3 0.5 -0.4 0.22
H 1.174 4.789 4.649 0.0 0.0 0.0 0.00
H -1.164 6.097 3.888 0.2 0.1 -0.4 0.00
C 1.272 4.603 3.574 0.0 0.2 -0.1 0.00
C -0.793 5.824 2.881 -0.3 0.3 0.0 0.00
N -0.031 4.606 2.930 -0.3 0.0 0.3 -0.01
H 1.749 3.638 3.414 -0.1 0.2 0.0 0.00
C -0.689 3.449 2.734 0.3 0.2 1.9 0.00
O -0.181 2.337 3.114 -1.0 0.9 0.0 0.19
H -1.666 5.657 2.229 0.3 0.2 0.2 0.00
H -1.721 3.512 2.366 -0.2 0.3 0.7 0.00
H 1.883 5.390 3.122 0.0 -0.1 0.1 0.00
H -0.188 6.643 2.472 -0.2 -0.2 0.1 0.00
H 2.143 -0.921 -2.405 -0.1 0.1 0.0 0.00
H 2.531 -3.448 -1.001 0.2 0.1 0.1 0.00
C 2.889 -0.637 -1.663 -0.2 -0.3 0.3 0.00
C 3.222 -2.770 -0.472 -0.4 0.2 -0.2 0.00
N 2.687 -1.412 -0.449 0.3 0.1 0.8 0.00
H 2.825 0.424 -1.442 0.0 0.0 0.1 0.00
C 2.311 -0.845 0.740 0.4 0.5 0.2 0.00
O 2.077 0.343 0.938 0.5 -1.2 -0.2 0.01
H 3.372 -3.128 0.555 0.0 0.0 -0.3 0.00
H 2.259 -1.593 1.579 0.1 0.4 -0.6 0.00
H 3.872 -0.895 -2.049 0.2 0.2 -0.1 0.00
H 4.183 -2.767 -1.008 -0.2 -0.1 0.3 0.00
O -0.066 -1.867 -1.683 0.3 -0.3 1.1 0.11
C -1.193 -2.079 -0.801 -0.2 -0.2 -2.1 0.05
C 0.124 -3.280 0.955 -0.5 -0.1 -0.3 0.00
C -1.112 -2.811 0.481 0.1 -0.8 1.8 0.00
H 1.007 -2.985 0.403 -0.2 -0.3 0.0 0.00
C 0.235 -4.082 2.092 -0.3 0.1 0.1 0.00
H -1.820 -1.188 -0.796 -0.2 -0.3 0.0 0.01
C -2.246 -3.070 1.328 0.7 -0.1 -0.7 0.00
H 1.219 -4.426 2.400 -0.1 0.0 0.0 0.00
C -0.896 -4.422 2.841 0.3 0.0 -0.2 0.01
C -2.133 -3.899 2.458 0.1 0.3 -0.3 0.00
H -3.222 -2.626 1.102 0.4 -0.2 -0.1 0.00
H -0.796 -5.076 3.718 -0.1 0.4 -0.4 0.00
H -3.015 -4.135 3.061 0.2 0.2 -0.3 0.00
Si -0.384 2.588 -2.300 0.2 1.0 1.1 0.01
Cl -0.013 0.872 -0.707 -0.1 -0.5 -5.5 0.12
C 1.242 3.338 -2.870 0.1 -0.3 0.0 0.00
C -1.221 3.886 -1.195 -0.1 -0.4 -0.1 0.03
C -1.484 2.420 -3.810 -0.1 -0.7 0.0 0.00
H 2.050 2.603 -2.872 0.1 0.2 0.0 0.00
H 1.538 4.187 -2.239 -0.1 -0.4 0.1 0.00
H 1.122 3.729 -3.890 -0.1 -0.3 0.1 0.00
H -0.930 2.020 -4.666 -0.2 -0.1 0.1 0.00
H -1.846 3.424 -4.101 0.3 -0.3 0.4 0.00
H -2.363 1.799 -3.614 0.1 0.0 -0.2 0.00
H -1.960 3.428 -0.517 0.0 0.3 -0.3 0.01
H -1.754 4.554 -1.882 0.0 0.0 0.2 0.01
H -0.502 4.486 -0.620 -0.1 -0.2 -0.2 0.00
C 0.025 -0.611 3.346 0.1 -0.3 0.2 0.00
O -0.533 -0.413 2.065 -0.2 0.5 -0.2 0.03
H 1.112 -0.464 3.273 -0.3 0.0 0.1 0.00
H -0.176 -1.647 3.670 0.1 0.3 0.1 0.00
H -0.381 0.101 4.072 0.2 -0.2 -0.1 0.00
H -1.374 0.077 2.129 0.3 -0.4 0.1 0.00
```
Positions in Å, forces in eV/Å.

The value obtained for the maximum force is 5.574 eV/A. For the HOMO-LUMO gap (spin up / spin down), the calculation gives 7.23 / 7.48 eV. Its LUMO energy (spin up / spin down) is 0.44 / -0.33 eV. Its expectation value of S² is 8.7728. The energy above the lowest of the compared OMol25 structures with the same formula, charge and spin is 377.7 kJ/mol. Its spin multiplicity is 6.